The following is a quantum chemistry calculation of a 6-piece molecular cluster, C17H33Cl2N3O9 overall, from the Open Molecules 2025 dataset.

Cartesian coordinates (Å):
C (-2.67631, 0.42298, -3.86051)
C (-1.44731, 1.39341, -3.92198)
O (-1.96673, 2.40289, -3.02826)
C (-2.76206, 1.82280, -2.10824)
O (-2.90881, 2.33901, -0.99927)
O (-3.35234, 0.75763, -2.65964)
H (-2.32482, -0.59179, -3.67397)
H (-3.31994, 0.51268, -4.73561)
H (-1.19407, 1.81987, -4.89261)
H (-0.56735, 0.85432, -3.57108)
C (-0.52026, 1.23115, 3.15100)
C (-1.64538, 0.46456, 3.87843)
O (-0.99320, -0.45461, 4.70498)
C (0.30356, -0.62009, 4.26850)
O (1.05346, -1.37477, 4.74139)
O (0.53604, 0.30424, 3.15501)
H (-0.19408, 2.13754, 3.66108)
H (-0.83910, 1.33078, 2.11345)
H (-2.41117, 0.05526, 3.21954)
H (-2.18152, 1.12915, 4.55590)
C (0.71003, -3.75978, -3.08221)
C (-0.17691, -3.08373, -4.10890)
O (0.28297, -2.16416, -4.81248)
N (-1.46476, -3.48871, -4.29686)
C (-2.32146, -3.00845, -5.41324)
H (1.37655, -4.55475, -3.41668)
H (0.08856, -4.20912, -2.30764)
H (1.26726, -2.95694, -2.59945)
H (-1.78735, -4.36062, -3.90215)
H (-1.69532, -2.49038, -6.13964)
H (-3.12386, -2.35502, -5.07079)
H (-2.69960, -3.89335, -5.92517)
C (-3.24804, 5.75295, 2.66827)
C (-2.43540, 4.73768, 1.84493)
O (-2.51633, 3.57760, 2.19615)
N (-1.68879, 5.18351, 0.81703)
C (-0.74832, 4.41727, 0.00007)
H (-3.83341, 6.27487, 1.91128)
H (-2.64792, 6.45751, 3.24407)
H (-3.91287, 5.16048, 3.29683)
H (-1.90512, 6.01751, 0.29001)
H (-1.04150, 4.59116, -1.03527)
H (-0.73341, 3.35480, 0.24303)
H (0.29712, 4.67761, 0.16555)
C (3.73479, -1.44816, 2.27111)
C (4.53158, -2.73892, 2.64138)
O (3.91673, -3.76241, 3.05543)
N (5.90230, -2.65749, 2.57028)
C (6.70842, -3.63903, 3.21282)
H (4.47027, -0.65946, 2.11267)
H (3.20075, -1.06659, 3.14134)
H (3.16645, -1.74893, 1.39097)
H (6.39935, -1.78954, 2.42993)
H (7.02994, -4.47569, 2.59256)
H (6.18506, -4.13788, 4.02852)
H (7.58020, -3.19758, 3.69573)
Cl (-1.65526, -1.53437, -0.77311)
C (-0.18101, -1.16031, 0.09395)
C (0.36488, 0.15214, -0.46647)
Cl (1.89432, 0.60570, 0.43645)
H (0.44488, -2.02191, -0.13840)
H (-0.33528, -1.22297, 1.17116)
H (-0.49809, 0.81576, -0.52102)
H (0.50895, -0.12732, -1.51014)

Output
maximum force	0.0824	hartree/bohr
gap between HOMO and LUMO (spin up / spin down)	7.247 / 2.447	eV
net charge	+1
highest occupied orbital energy (spin up / spin down)	-11.0 / -11.0	eV
ΔE to the lowest compared entry with this formula, charge and spin	0.0000	eV
multiplicity	2